Run a
13
Properties=species:S:1:pos:R:3 method="wB97M-V/def2-TZVPD" smiles="C=C[C@@H](S)CCl" homo_energy_ha=-0.3423 mol_weight_da=122.62 gap_ev=10.17
H -1.379 -1.277 0.489
Cl 2.087 -0.359 -1.360
H -0.464 0.095 2.475
H -0.944 0.352 -2.110
H -2.114 -1.061 -1.774
H -0.100 1.421 -0.307
H 1.773 -0.906 0.842
H 2.133 0.814 0.838
C -1.032 -0.457 -0.134
C 1.600 0.029 0.298
S -0.262 1.252 1.873
C -1.388 -0.391 -1.432
C 0.090 0.488 0.302

Run b
13
Properties=species:S:1:pos:R:3 method="wB97M-V/def2-TZVPD" homo_energy_ha=-0.3036 mol_weight_da=122.62 gap_ev=8.57
H -1.695 -2.484 0.039
C -1.848 -1.443 0.442
C 0.466 -0.996 -0.291
C -0.908 -0.543 0.256
S 2.242 1.657 -0.289
Cl -1.096 1.125 0.508
H 0.778 2.827 1.228
H 0.880 -0.241 -0.841
C 0.813 2.576 0.198
H 1.026 -1.326 0.558
H 0.181 -1.729 -1.047
H -2.825 -1.128 0.853
H 1.986 1.706 -1.614

Which of them is most stable? Easy: run a.

Run a
19
Properties=species:S:1:pos:R:3 method="wB97M-V/def2-TZVPD" smiles=CCSS.O.O.O homo_energy_ha=-0.3186 mol_weight_da=148.25 gap_ev=8.92
S 1.641 -2.692 1.961
H -0.313 -1.044 1.372
H 2.738 -0.160 -0.638
S -0.377 -2.393 1.437
H 3.600 -1.859 1.084
H 2.987 5.351 -0.429
C 2.598 -1.856 0.657
H -3.840 -0.245 0.927
H 2.411 4.430 0.620
H 2.855 0.231 1.080
O 2.205 5.205 0.073
H 1.262 -0.133 0.439
H -4.432 -1.291 -3.119
H -3.817 1.140 1.399
H -5.452 -0.904 -4.127
O -5.294 -1.593 -3.474
O -3.569 0.645 0.626
C 2.317 -0.362 0.341
H 2.481 -2.470 -0.230

Run b
19
Properties=species:S:1:pos:R:3 method="wB97M-V/def2-TZVPD" smiles=CSSC.O.O.O homo_energy_ha=-0.2849 mol_weight_da=148.25 gap_ev=8.13
H -0.359 -1.999 -1.898
H 2.413 0.425 -1.304
C 0.300 -1.213 -1.525
O -0.890 0.833 2.846
C 2.130 1.007 -0.421
H -0.787 1.651 -0.624
H 1.369 1.729 -0.700
H -0.056 1.209 2.551
H -3.825 -0.110 -2.648
H 2.978 1.584 -0.072
S 0.393 -1.496 0.275
S 1.681 -0.029 0.983
O -1.395 1.957 -1.315
H -3.844 -0.700 -1.224
H -0.129 -0.234 -1.751
O -3.338 -0.130 -1.817
H -1.448 1.473 3.291
H -2.098 1.299 -1.452
H 1.314 -1.280 -1.922

Run c
19
Properties=species:S:1:pos:R:3 method="wB97M-V/def2-TZVPD" smiles=CCSS.O.O.O homo_energy_ha=-0.3420 mol_weight_da=148.25 gap_ev=9.64
O -0.011 0.202 1.004
C -0.659 -0.635 -2.147
H -2.669 2.875 3.324
S 1.165 -2.692 -1.872
H 0.698 -0.417 0.778
H -2.214 2.446 1.930
O -2.619 2.108 2.737
H -0.461 -0.562 -3.203
H 0.151 -0.028 -1.728
H 2.275 3.322 1.166
O 2.465 2.388 1.277
H -1.194 -2.720 -2.180
H -0.072 0.239 1.963
H -1.579 -0.117 -1.885
H 1.701 1.872 1.006
H 2.373 -1.376 0.037
H -0.798 -2.194 -0.610
C -0.516 -2.053 -1.640
S 1.966 -2.658 0.043

Run d
19
Properties=species:S:1:pos:R:3 method="wB97M-V/def2-TZVPD" smiles=CSSC.O.O.O homo_energy_ha=-0.3142 mol_weight_da=148.25 gap_ev=8.97
S 1.144 2.135 -2.423
H -0.823 1.010 -3.040
C -0.206 1.694 -3.599
H -0.548 -2.469 -0.796
S 0.082 2.349 -0.686
H 0.076 -0.762 3.212
H -1.303 0.577 0.094
H 2.242 0.496 3.677
O -0.905 -3.358 -0.858
H -1.215 -1.516 2.896
H -0.805 2.584 -3.759
H 0.334 0.514 0.799
H 0.140 -0.111 -0.768
H 0.250 1.234 -4.471
C -0.236 0.654 -0.105
O -0.655 -0.803 2.579
H 2.366 -0.775 4.533
O 1.729 -0.158 4.163
H -1.666 -3.295 -1.447

Which of them is most stable? Easy: run c.

Run a
19
Properties=species:S:1:pos:R:3 method="wB97M-V/def2-TZVPD" smiles=CCSS.O.O.O homo_energy_ha=-0.3376 mol_weight_da=148.25 gap_ev=9.60
H -3.971 1.768 0.202
H -5.201 2.508 0.769
H 2.407 -3.457 -1.542
H 0.466 -2.469 -2.637
O 0.091 2.471 -1.219
C 1.451 -3.460 -1.012
S 1.397 -0.365 0.540
H -0.146 2.076 -0.373
O 0.251 3.494 3.537
O -4.704 1.688 0.819
H -0.474 2.029 -1.859
H 2.568 -0.938 0.869
H -0.336 -2.153 -1.138
H 1.683 -3.284 0.023
C 0.644 -2.324 -1.571
S 1.487 -0.736 -1.489
H 0.942 -4.410 -1.195
H 1.118 3.105 3.663
H 0.328 4.456 3.611

Run b
19
Properties=species:S:1:pos:R:3 method="wB97M-V/def2-TZVPD" smiles=CSSC.O.O.O homo_energy_ha=-0.3160 mol_weight_da=148.25 gap_ev=9.02
H 3.658 -1.486 1.952
H -1.617 0.677 -0.865
C -0.452 -1.809 0.664
C -0.191 2.429 1.363
H 2.822 -0.335 1.562
O 0.003 -0.572 -3.761
S 0.663 1.012 0.501
H 0.227 -1.722 -0.174
S 0.034 -0.409 1.851
H -0.304 -2.750 1.231
H -0.019 3.321 0.756
H -0.358 -0.864 -2.920
H -0.680 -0.874 -4.364
H -1.239 2.257 1.570
H 0.337 2.412 2.325
H -1.525 -1.702 0.558
H -2.719 0.957 -1.981
O 3.578 -0.847 1.242
O -2.221 0.304 -1.509

Which of them is most stable? Easy: run a.

Run a
8
Properties=species:S:1:pos:R:3 method="wB97M-V/def2-TZVPD" homo_energy_ha=-0.2966 mol_weight_da=138.95 gap_ev=6.38
H -1.813 -0.522 -0.581
O 1.242 2.253 0.238
Br 2.372 -1.450 0.753
H -0.709 -0.578 0.897
C 0.499 1.406 -0.029
H -0.276 -1.361 -0.650
C -0.824 -0.583 -0.118
O -0.491 0.834 -0.510

Run b
8
Properties=species:S:1:pos:R:3 method="wB97M-V/def2-TZVPD" homo_energy_ha="-0.3509 / -0.3509" mol_weight_da=138.95 gap_ev="8.61 / 8.61"
O 1.136 -0.915 -0.321
C -0.595 0.661 -0.326
H -0.452 0.600 -1.404
Br -2.415 -0.040 0.038
O 2.072 -1.722 0.120
H -0.618 1.693 0.024
C 0.400 -0.149 0.392
H 0.471 -0.128 1.479

Which of them is most stable? Easy: run a.